ORCA calculation (wB97M-V/def2-TZVPD) on a molecular structure, C5H10NO7S2.

Geometry as XYZ:
```
25
Properties=species:S:1:pos:R:3:forces:R:3:mulliken_charge:R:1
C 2.2029 -0.7076 0.2901 0.314 -0.202 -0.428 0.526
C -1.2934 1.2617 0.1682 -0.425 0.205 -0.410 -0.856
C -0.7565 -0.7351 1.4031 -0.207 -0.782 0.312 -0.972
C 0.2510 1.3783 2.0279 0.376 0.185 0.383 -1.098
C 1.2276 0.1869 -0.4034 -0.888 0.140 1.602 0.035
N -0.2954 0.5675 0.9664 1.567 -0.426 -2.345 0.317
O 2.8727 -1.1202 -0.7040 0.784 -0.197 0.725 -0.651
O -2.3579 -0.9260 -1.6423 0.038 0.188 -0.142 -0.728
O 2.3112 -0.9192 1.4816 -0.014 -0.006 0.778 -0.674
O 2.0840 0.4714 -2.7323 0.218 0.427 -0.472 -0.666
O -0.2752 -2.1057 -1.2411 -0.432 -0.486 0.354 -0.667
O -1.3463 -2.2290 -3.4231 0.160 0.148 -0.161 -0.623
O -0.2452 -0.1626 -2.6297 -0.631 -0.072 0.020 -0.301
S 1.2925 -0.5836 -2.1153 0.926 1.031 -0.574 0.683
S -1.1438 -1.4645 -2.2238 -1.482 -0.892 -0.217 1.075
H -0.8436 2.1222 -0.3264 0.055 0.041 0.072 0.299
H -1.6909 0.5828 -0.5947 0.054 0.230 0.294 0.295
H -2.1199 1.6078 0.8010 0.041 -0.030 0.092 0.381
H -0.0103 -1.1766 2.0661 -0.070 0.096 -0.110 0.358
H -1.7165 -0.6406 1.9268 0.050 0.109 0.016 0.349
H -0.8775 -1.3799 0.5278 -0.062 0.152 0.317 0.343
H -0.5181 1.5732 2.7863 -0.033 -0.022 -0.068 0.382
H 1.0894 0.8518 2.4826 -0.033 -0.015 -0.039 0.316
H 0.5968 2.3327 1.6312 -0.027 -0.001 -0.052 0.348
H 1.5623 1.2144 -0.5229 -0.280 0.178 0.053 0.529
```
Forces are in eV/Å.

Its LUMO energy is 2.671 eV. The calculation puts the energy above the lowest of the compared OMol25 structures with the same formula, charge and spin at 5.6 kJ/mol. As for the charge: -1. The HOMO energy is -5.65 eV.

ORCA calculation (wB97M-V/def2-TZVPD) on C3H8N2S2 in the gas phase.

Geometry as XYZ:
```
15
Properties=species:S:1:pos:R:3:forces:R:3:mulliken_charge:R:1
C 0.1734 -1.7820 -0.8078 -0.968 -1.187 0.910 -0.695
N 0.0892 -0.3575 -0.5407 0.250 1.486 1.472 -0.324
C -0.2419 0.3281 0.4885 1.052 -0.554 -1.735 0.448
N -0.6408 -0.1457 1.7684 -1.839 3.956 1.702 -0.387
S -2.0692 -1.0864 1.6549 -0.431 -1.613 0.104 -0.124
S -0.1016 2.1835 0.4102 0.230 -2.067 0.361 -0.157
C 1.1162 2.2152 -0.9042 0.144 0.518 -0.546 -0.716
H 0.1159 -2.4813 0.1584 0.229 1.398 -1.973 0.159
H -0.8239 -1.9266 -1.3985 2.098 -0.506 0.650 0.283
H 1.1584 -2.0572 -1.3933 -2.221 0.703 0.966 0.252
H -1.0371 0.8258 2.3709 1.880 -3.680 -1.991 0.335
H -1.5661 -2.3830 1.7572 -0.155 1.209 0.067 0.123
H 0.9845 3.3049 -1.1953 1.238 -1.231 0.076 0.309
H 2.1486 1.7534 -0.6571 -1.662 1.378 -0.148 0.244
H 0.6943 1.6086 -1.7117 0.155 0.190 0.086 0.250
```
Forces are in eV/Å.

Its LUMO energy is 0.555 eV. The calculation puts the energy above the lowest of the compared OMol25 structures with the same formula, charge and spin at 278.8 kJ/mol. As for the SMILES: C/N=C(\NS)SC. The HOMO energy is -8.85 eV.